The following is a DFT calculation (ωB97M-V/def2-TZVPD) of the molecule C6H6BF3O3 at a distorted geometry.

As for the electronic energy: -21291.468 eV. Its LUMO energy is -0.029 Eh. The frontier orbital gap comes out at 9.06 eV. The relative energy (zero: lowest compared OMol25 entry of this formula, charge and spin) comes out at 237.1 kJ/mol. Its net charge is 0. For the HOMO energy, the calculation gives -9.85 eV.

Positions of all 19 atoms, in Å:
B -0.89 0.84 2.13
C -0.32 0.11 -2.42
C 1.08 0.53 -2.12
C -1.06 -0.43 -1.43
C 1.74 -0.01 -1.11
C -0.51 -0.74 -0.12
C 1.00 -0.82 -0.13
O -0.80 -0.27 2.97
O -1.07 2.00 2.67
O -0.74 0.79 0.72
F -1.15 -1.60 0.64
F 1.23 -2.16 -0.76
F 1.56 -0.98 1.10
H -0.92 0.51 -3.22
H 1.67 1.28 -2.64
H -2.18 -0.55 -1.70
H 2.82 0.38 -0.87
H -0.12 -0.95 2.70
H -1.34 2.08 3.57

---

The following is a DFT calculation (ωB97M-V/def2-TZVPD) of a 2-piece molecular cluster, C6H6BrNO overall at a distorted geometry.

As for the electronic energy: -79891.298 eV. Its LUMO energy (alpha / beta) is -0.021 / -0.049 Eh. The frontier orbital gap (alpha / beta) comes out at 9.06 / 7.20 eV. The relative energy (zero: lowest compared OMol25 entry of this formula, charge and spin) comes out at 679.2 kJ/mol. Its net charge is 0. For the HOMO energy (alpha / beta), the calculation gives -9.63 / -8.52 eV.

Positions of all 15 atoms, in Å:
C 0.67 1.44 1.38
C 1.28 2.70 1.34
C 0.33 1.21 0.07
C -0.10 -2.03 -1.31
C -0.91 -2.05 0.01
C -1.13 -0.99 -1.00
N 1.36 3.11 0.07
O 0.70 2.19 -0.69
Br -2.64 -0.31 -1.82
H 0.39 0.56 2.11
H 1.74 3.16 2.17
H 0.90 -1.97 -1.37
H -0.60 -2.56 -2.14
H -1.61 -2.89 0.26
H -0.38 -1.58 0.91

---

The following is a DFT calculation (ωB97M-V/def2-TZVPD) of C6H6CdO as an isolated structure.

As for the electronic energy: -12927.241 eV. Its LUMO energy is -0.015 Eh. The frontier orbital gap comes out at 7.26 eV. The relative energy (zero: lowest compared OMol25 entry of this formula, charge and spin) comes out at 0.4 kJ/mol. Its net charge is 0. For the HOMO energy, the calculation gives -7.67 eV.

Positions of all 14 atoms, in Å:
Cd -0.94 -1.46 -1.42
C -0.07 1.50 -0.29
C -0.57 1.16 0.96
C -0.22 -0.04 1.55
C 0.64 -0.91 0.90
C 1.15 -0.58 -0.36
C 0.79 0.64 -0.96
H -0.36 2.44 -0.76
H -1.25 1.84 1.46
H -0.63 -0.31 2.52
H 0.92 -1.85 1.37
H 1.88 -1.22 -0.83
H 1.19 0.90 -1.92
O -2.53 -2.11 -2.21